The following is a DFT calculation (ωB97M-V/def2-TZVPD) of a molecular structure, C34H50Cl2N3O11PSiSr at a distorted geometry.

## Properties
Electronic energy ... -3899.5439 a.u.
HOMO ... -2.89 eV
ΔE to the lowest compared entry with this formula, charge and spin ... 406.1 kJ/mol
Strongest force on any atom ... 9.15 eV/A

Structure (ORCA input):
```
! wB97M-V def2-TZVPD RIJCOSX def2/J DEFGRID3
* xyz -2 1
Sr -0.9145 0.0400 1.2716
O -2.9326 -0.8403 0.9110
C -3.5955 -0.3200 2.0229
C -2.9075 -0.7308 3.3134
N -1.5172 -0.4408 3.2460
C -1.2175 0.8852 3.6549
C -1.9448 1.9252 2.8108
O -2.8029 2.6309 3.3574
O -1.5866 1.9981 1.6119
C -0.6344 -1.4194 3.7771
C 0.4172 -1.8713 2.7681
O 1.4433 -2.4099 3.2354
O 0.1816 -1.7019 1.5610
H -2.8623 -1.8116 1.0416
H -4.6472 -0.6604 2.0580
H -3.6004 0.7630 1.9257
H -3.0483 -1.8070 3.4265
H -3.3988 -0.2349 4.1746
H -0.1565 1.0882 3.5452
H -1.4743 1.0603 4.7235
H -1.1711 -2.3370 4.0511
H -0.1158 -1.0784 4.6902
Cl -1.7303 -9.0098 0.9107
C -2.0564 -7.3241 1.2043
C -2.5228 -6.9455 2.4627
C -2.8090 -5.6283 2.6774
Cl -3.3743 -5.1472 4.2476
C -2.6877 -4.5856 1.6815
O -3.0422 -3.4192 1.9171
C -2.1540 -5.0485 0.4201
C -1.8989 -4.1141 -0.6596
O -2.1140 -2.9264 -0.7021
C -1.8644 -6.3975 0.2127
H -2.6549 -7.6849 3.2389
H -1.4578 -4.6293 -1.5494
H -1.4871 -6.7117 -0.7505
C 0.0084 1.0712 -7.3243
C -0.7635 2.2474 -6.7320
N -1.2688 1.9569 -5.4040
C -0.5460 2.4856 -4.2605
C -1.0757 3.8566 -3.8445
C -2.4715 1.3473 -5.3137
O -3.0967 0.9959 -6.3057
C -3.0212 1.1855 -3.9334
C -4.0831 2.0000 -3.5538
C -4.6179 1.8492 -2.2888
C -4.0892 0.8681 -1.4603
N -3.0979 0.0755 -1.8225
C -2.5716 0.2267 -3.0209
H 0.3702 1.3221 -8.3193
H -0.6491 0.2097 -7.3949
H 0.8552 0.8130 -6.6952
H -1.6213 2.4623 -7.3774
H -0.1291 3.1346 -6.6767
H 0.5030 2.5658 -4.5488
H -0.6069 1.8042 -3.4061
H -1.0394 4.5631 -4.6727
H -0.4796 4.2382 -3.0230
H -2.1016 3.7708 -3.5010
H -4.4798 2.7352 -4.2422
H -5.4368 2.4705 -1.9617
H -4.4879 0.7055 -0.4715
H -1.7651 -0.4566 -3.2578
C 2.8017 3.2790 -2.5833
Si 2.7870 1.3550 -2.5239
C 2.8327 0.6507 -4.3202
C 4.4911 0.8678 -1.7819
C 1.2755 0.8065 -1.6045
C 0.3156 0.5133 -0.9168
H 3.5654 3.6921 -3.2385
H 2.9824 3.6562 -1.5817
H 1.8410 3.6696 -2.8985
H 3.4598 1.2406 -4.9850
H 1.8365 0.6049 -4.7458
H 3.2222 -0.3630 -4.3152
H 5.3189 1.3917 -2.2576
H 4.6753 -0.1976 -1.8838
H 4.5089 1.1049 -0.7236
C 2.2631 0.0453 6.2350
C 2.9824 -0.7261 5.1332
O 3.2152 0.0717 3.9971
P 1.9739 0.2318 2.8699
O 2.9515 0.1774 1.5668
C 3.2047 -1.0604 0.9109
C 4.6353 -1.5230 1.1760
O 1.8061 1.8571 2.9013
C 2.8296 2.8073 2.7147
C 2.7186 3.8575 3.8146
H 2.0142 -0.6227 7.0587
H 1.3463 0.4723 5.8323
H 2.8831 0.8619 6.6046
H 2.3970 -1.6058 4.8431
H 3.9679 -1.0635 5.4831
H 3.0238 -0.8819 -0.1533
H 2.5014 -1.8219 1.2490
H 5.3504 -0.7640 0.8576
H 4.8248 -2.4476 0.6321
H 4.7615 -1.7019 2.2419
H 2.6851 3.2595 1.7270
H 3.8065 2.3186 2.7399
H 1.6812 4.1739 3.8877
H 3.3425 4.7200 3.5913
H 3.0230 3.4336 4.7695
*
```